--- A ---
Molecular formula: C5H11NO2
Method: DFT, ωB97M-V/def2-TZVPD

## Properties
Kohn-Sham gap: 6.21 eV
lowest unoccupied orbital energy: -2.732 eV
2S+1: 1

The geometry in XYZ format:
```
19
C5H11NO2 (ωB97M-V/def2-TZVPD)
C 1.19448 -0.42926 1.50460
N 1.08434 -0.54445 0.06702
C 2.31217 -0.70300 -0.61050
C 0.20943 1.76990 -0.29826
C 0.01423 0.26098 -0.58156
C -1.53152 -0.38929 -0.14179
O -2.30319 -0.28238 -1.13491
O -1.66355 0.18564 1.05582
H 1.76230 -1.37592 1.82238
H 1.73019 0.51638 1.91094
H 0.07786 -0.46073 1.85820
H 3.07038 0.00455 -0.19610
H 2.74275 -1.71862 -0.53280
H 2.18502 -0.47624 -1.71982
H 0.31915 2.46647 -1.20385
H 1.16714 1.82927 0.24470
H -0.65469 2.22370 0.33511
H 0.19097 0.06495 -1.68216
H -1.64019 -1.54486 0.09200
```

--- B ---
Molecular formula: C5H11NO2
Method: DFT, ωB97M-V/def2-TZVPD

## Properties
Kohn-Sham gap: 9.09 eV
lowest unoccupied orbital energy: 0.589 eV
2S+1: 1

The geometry in XYZ format:
```
19
C5H11NO2 (ωB97M-V/def2-TZVPD)
C 1.25113 -1.88147 -1.20827
C 0.19911 -0.94912 -0.92724
C -1.27918 -1.18902 -1.27585
C -1.89777 -0.02991 -1.11116
N -0.99589 0.81338 -0.47268
C 0.27440 0.32507 -0.43623
H 1.55045 -2.63161 -0.40486
H 0.99419 -2.42278 -2.18148
H 2.19242 -1.44262 -1.31832
H -1.84467 -1.96472 -1.69866
H -2.91699 0.21408 -1.19497
H -1.34871 1.81565 -0.57055
H 1.12765 0.77478 -0.09495
O -0.65638 0.95190 2.57412
H -1.21188 1.73208 2.48175
H -0.69128 0.46470 1.88929
O 2.01745 2.01659 1.77403
H 1.06111 2.17170 1.78576
H 2.17486 1.23132 2.39027
```

--- C ---
Molecular formula: C5H11NO2
Method: DFT, ωB97M-V/def2-TZVPD

## Properties
Kohn-Sham gap: 8.43 eV
lowest unoccupied orbital energy: 0.104 eV
2S+1: 1

The geometry in XYZ format:
```
19
C5H11NO2 (ωB97M-V/def2-TZVPD)
C 1.17726 1.40592 -0.79929
C 0.66810 0.45856 1.50815
C 0.61094 0.24915 0.00835
C 0.77111 -1.06343 -0.48649
H 1.67718 0.73516 1.82829
H 0.62474 2.32337 -0.58166
H 2.22678 1.58487 -0.54848
H 1.11734 1.22306 -1.87494
H 0.36590 -0.43745 2.05035
H -0.01599 1.26143 1.79284
H 0.88307 -1.91459 0.17169
H 1.03677 -1.23345 -1.52362
N -1.24264 -1.35479 -0.57054
C -1.21112 0.18346 -0.46717
O -1.56049 -1.87928 0.70725
O -1.99960 0.67898 0.35437
H -2.01707 -1.11271 1.12690
H -1.98586 -1.67713 -1.19958
H -1.12643 0.56885 -1.49641
```

B is the most stable structure; the next one sits 0.0910 hartree above it.

--- A ---
Molecular formula: C5H11NO2
Method: DFT, ωB97M-V/def2-TZVPD

## Properties
Kohn-Sham gap: 8.79 eV
lowest unoccupied orbital energy: -0.842 eV
2S+1: 1

The geometry in XYZ format:
```
19
C5H11NO2 (ωB97M-V/def2-TZVPD)
C -0.67546 1.80425 -0.04798
C -1.65810 0.53900 -0.46349
C -1.13918 -0.46459 0.86262
C 0.13408 -1.39172 0.31579
C 1.19795 -0.92890 -0.69864
H -0.84298 2.33212 -1.24236
H 0.85054 1.47912 0.33450
H -1.43511 2.21120 1.00624
H -1.41295 -0.10931 -1.32046
H -2.80897 0.92774 -0.33989
H -2.08051 -1.16601 1.06428
H -1.06867 0.08162 1.89323
H -0.43033 -2.38003 -0.27142
H 0.83708 -2.10281 0.95958
H 1.34456 -1.89939 -1.36238
H 0.73646 -0.00071 -1.02617
N 2.47582 0.76030 -0.09762
O 2.47803 -0.73802 -0.03028
O 3.49773 1.04615 0.46444
```

--- B ---
Molecular formula: C5H11NO2
Method: DFT, ωB97M-V/def2-TZVPD

## Properties
Kohn-Sham gap: 8.07 eV
lowest unoccupied orbital energy: -1.369 eV
2S+1: 1

The geometry in XYZ format:
```
19
C5H11NO2 (ωB97M-V/def2-TZVPD)
C -0.26224 -0.13494 0.10826
N -1.44116 -0.97167 -0.10376
C -2.38058 -0.43654 -1.02695
O -2.91378 0.88901 -0.64494
C 0.94498 -0.80784 0.72243
C 2.10614 0.11334 0.91970
C 2.77572 0.62603 -0.22153
O 2.63388 0.22629 -1.37367
H 0.10376 0.24021 -0.86854
H -0.61886 0.74134 0.67821
H -1.79690 -1.06463 0.83820
H -3.20200 -1.13191 -1.21559
H -1.81602 -0.08079 -1.88163
H -3.66742 0.87951 -0.04749
H 0.61270 -1.27807 1.66100
H 1.22266 -1.55835 -0.03101
H 2.48697 0.23563 1.92902
H 1.59928 2.15838 0.67057
H 3.61289 1.35498 -0.11228
```

--- C ---
Molecular formula: C5H11NO2
Method: DFT, ωB97M-V/def2-TZVPD

## Properties
Kohn-Sham gap: 8.46 eV
lowest unoccupied orbital energy: 0.758 eV
2S+1: 1

The geometry in XYZ format:
```
19
C5H11NO2 (ωB97M-V/def2-TZVPD)
C 1.53297 0.17044 -1.45723
N 0.73683 0.40661 -0.27473
C 1.40230 0.57706 0.98989
C -0.67387 -0.00764 -0.28960
C -1.61635 0.91502 0.47199
O -1.12520 -0.61343 -1.42147
C -0.73548 -1.46264 -0.03554
O -1.58802 -2.06128 0.81112
H 1.98193 -0.83088 -1.45321
H 0.91889 0.27997 -2.35154
H 2.32359 0.92760 -1.49377
H 2.46685 0.79222 0.86690
H 1.31521 -0.31317 1.63161
H 0.97054 1.42776 1.53283
H -2.59641 0.92498 -0.02786
H -1.23699 1.92503 0.41319
H -1.73878 0.61158 1.52899
H 0.06172 -2.13444 -0.32819
H -2.39971 -1.53479 0.88662
```

C is the most stable structure; the next one sits 0.0867 hartree above it.

--- A ---
Molecular formula: C5H11NO2
Method: DFT, ωB97M-V/def2-TZVPD

## Properties
Kohn-Sham gap: 8.14 eV
lowest unoccupied orbital energy: -1.990 eV
2S+1: 1

The geometry in XYZ format:
```
19
C5H11NO2 (ωB97M-V/def2-TZVPD)
O 1.39036 1.27133 -1.44487
C 0.13416 1.40266 -0.82446
O 0.01886 2.01846 0.21734
C -0.51607 -0.25125 -0.58754
C -0.10442 -0.63598 0.88053
C 0.43207 -2.06960 1.03432
C -1.20670 -0.34876 1.88389
N 0.05801 -1.05249 -1.44396
H -0.53710 1.84567 -1.59442
H -1.59234 -0.13277 -0.72885
H 0.69264 0.03191 1.20982
H -0.41198 -2.76538 1.03172
H 1.05591 -2.29651 1.89622
H 1.03599 -2.32776 0.16802
H -0.74563 -0.30434 2.87099
H -2.11124 -0.95642 1.89059
H -1.53796 0.68440 1.71460
H 1.43269 0.33306 -1.68418
H -0.59684 -1.37192 -2.16022
```

--- B ---
Molecular formula: C5H11NO2
Method: DFT, ωB97M-V/def2-TZVPD

## Properties
Kohn-Sham gap: 9.86 eV
lowest unoccupied orbital energy: 0.502 eV
2S+1: 1

The geometry in XYZ format:
```
19
C5H11NO2 (ωB97M-V/def2-TZVPD)
C -2.25952 1.24821 -0.32423
C 0.09955 0.48916 -0.48531
C 1.12189 -0.42326 -0.08483
C 1.06575 -1.75609 -0.73838
C 1.07317 -0.52163 1.41553
H -2.68237 1.10884 -1.17768
H -2.11510 2.52529 -0.05424
H -2.93932 1.13105 0.34443
H -1.41684 -0.37231 0.10380
H 0.06135 0.65519 -1.43205
H 0.45558 1.63149 -0.36931
H 2.26758 0.15759 -0.01699
H 1.76820 -2.37006 -0.47698
H -0.27925 -2.15772 -0.69889
H 1.00471 -1.53970 -1.89031
H 1.87309 0.93901 1.62138
N -1.11799 0.45766 0.21322
O 1.58563 0.31920 2.15787
O 0.43390 -1.52194 1.89296
```

A is the most stable structure; the next one sits 0.0841 hartree above it.